Record 1
{
  "formula": "C4H6N2",
  "method": "ωB97M-V/def2-TZVPD",
  "multiplicity": 1,
  "elements": ["N", "C", "C", "C", "C", "N", "H", "H", "H", "H", "H", "H"],
  "positions_angstrom": [[-0.96040, -0.06593, -1.73121], [-0.23880, -0.11640, -0.53234], [1.11687, -0.15123, -0.21808], [1.23298, -0.13191, 1.18488], [-0.05016, -0.10987, 1.77168], [-0.90427, -0.16797, 0.61988], [-1.38534, 0.84338, -1.89073], [-0.37585, -0.29785, -2.51927], [1.91338, -0.14364, -0.94930], [2.18463, -0.13893, 1.71490], [-0.65148, 0.85033, 1.80500], [-1.88158, -0.36997, 0.74459]],
  "forces_ev_per_a": [[0.176, -0.021, -0.329], [-0.104, -0.533, 0.087], [0.114, -0.174, -0.070], [-0.097, 0.350, -0.208], [-0.813, 0.852, -1.322], [-0.024, -1.140, -1.030], [0.069, -0.193, 0.068], [-0.020, 0.011, -0.128], [-0.003, -0.091, 0.111], [-0.392, 0.301, -0.064], [1.217, 0.301, 3.217], [-0.123, 0.338, -0.331]]
}

=====

Record 2
{
  "formula": "C13H12ClN3O5S",
  "method": "ωB97M-V/def2-TZVPD",
  "multiplicity": 1,
  "elements": ["C", "C", "N", "N", "S", "O", "O", "C", "C", "C", "C", "Cl", "C", "N", "O", "O", "C", "C", "C", "C", "C", "C", "O", "H", "H", "H", "H", "H", "H", "H", "H", "H", "H", "H", "H"],
  "positions_angstrom": [[2.52690, -0.42293, -0.45767], [1.79180, 0.64790, 0.29527], [1.56253, 1.82376, -0.38350], [0.49655, 2.67046, -0.16204], [-1.24219, 2.28277, -0.13429], [-1.61912, 2.02546, 1.25438], [-1.99144, 3.41166, -0.68628], [-1.33369, 0.84079, -1.24352], [-1.24312, -0.43904, -0.65089], [-1.32784, -1.58571, -1.45422], [-1.50845, -1.48332, -2.83332], [-1.54382, -3.01657, -3.73223], [-1.59787, -0.19841, -3.43488], [-1.73813, -0.00184, -4.83334], [-2.36001, 1.01147, -5.19457], [-1.26450, -0.82581, -5.59675], [-1.51369, 0.94546, -2.62934], [1.35808, 0.28338, 1.65776], [1.06868, 1.12434, 2.70131], [0.76041, 0.24310, 3.81704], [0.91012, -1.03468, 3.37820], [0.61976, -2.32205, 4.14404], [1.21919, -1.02994, 2.04664], [1.83956, -1.12016, -0.92731], [3.21168, -1.00524, 0.19094], [3.10699, 0.01386, -1.27171], [0.55336, 3.53945, -0.65926], [-1.15682, -0.56020, 0.43604], [-1.25446, -2.57761, -0.98054], [-1.56033, 1.94351, -3.09328], [1.14067, 2.19564, 2.69858], [0.43055, 0.57288, 4.80432], [-0.30117, -2.74164, 3.75460], [0.49310, -2.16671, 5.22150], [1.46673, -3.04405, 3.95833]],
  "forces_ev_per_a": [[1.294, 0.345, 0.212], [-1.462, 2.388, -1.026], [0.499, -3.923, 0.330], [-1.918, -0.199, 1.477], [-0.089, 1.677, 1.593], [0.846, -1.124, -2.004], [1.747, -1.424, -0.432], [-0.181, -1.115, 0.570], [-0.280, 0.233, -0.381], [-0.012, 0.205, 0.367], [0.357, -0.276, -0.539], [-0.132, 1.212, 0.625], [0.414, -0.593, 2.435], [-0.969, 0.968, -2.299], [0.846, -1.220, 0.511], [-0.118, 0.456, 0.495], [0.148, 0.659, 0.297], [-0.813, 1.430, -0.104], [0.070, -1.672, 0.425], [0.234, 0.990, -0.383], [-0.869, 0.378, 0.905], [1.299, -0.048, -1.299], [0.417, -0.292, 0.140], [-0.342, -0.069, 0.117], [-0.445, 0.319, -0.268], [-0.042, 0.119, 0.051], [0.396, 0.126, -0.511], [0.054, 0.222, -0.480], [-0.080, 0.601, -0.420], [-0.100, -0.659, 0.185], [-0.195, 0.085, -0.083], [0.303, -0.315, -0.379], [-0.116, -0.316, -0.040], [0.203, 0.269, -0.405], [-0.963, 0.561, 0.318]]
}

=====

Record 3
{
  "formula": "C17H29OSi",
  "method": "ωB97M-V/def2-TZVPD",
  "multiplicity": 1,
  "total_charge": 1,
  "elements": ["C", "O", "C", "C", "C", "C", "C", "C", "C", "H", "H", "H", "H", "H", "H", "H", "H", "H", "C", "C", "C", "C", "Si", "C", "C", "C", "C", "C", "H", "H", "H", "H", "H", "H", "H", "H", "H", "H", "H", "H", "H", "H", "H", "H", "H", "H", "H", "H"],
  "positions_angstrom": [[-3.65980, 3.24899, 3.11179], [-2.76409, 2.13694, 3.33244], [-1.47401, 2.33088, 3.28381], [-0.59233, 1.40247, 3.91711], [0.78987, 1.71864, 3.99520], [1.68225, 0.79236, 4.51954], [1.21885, -0.44907, 4.98918], [-0.15634, -0.74049, 4.96853], [-1.06480, 0.16657, 4.44343], [-4.65965, 2.84987, 3.27857], [-3.44346, 4.05464, 3.82345], [-3.56188, 3.63163, 2.08826], [-1.10781, 3.28377, 2.87564], [1.11223, 2.69308, 3.61698], [2.75000, 1.02492, 4.56150], [1.93134, -1.18713, 5.36830], [-0.50948, -1.69401, 5.36365], [-2.13210, -0.04723, 4.40386], [1.16223, -0.31919, -4.66013], [0.89947, -1.53039, -3.75215], [-0.34128, -2.29720, -4.23645], [2.12317, -2.46282, -3.73636], [0.60855, -0.90678, -1.93767], [0.25484, -2.41083, -0.89189], [2.13458, 0.02423, -1.40487], [-0.88927, 0.25120, -1.89511], [-1.21388, 0.63872, -0.47520], [-0.71978, 1.73768, 0.12118], [2.03670, 0.26154, -4.33648], [1.35842, -0.67335, -5.68317], [0.29903, 0.35916, -4.70403], [-0.56381, -3.16856, -3.60565], [-1.23636, -1.66088, -4.26879], [-0.15896, -2.66449, -5.25751], [1.96531, -3.34137, -3.09539], [2.31525, -2.82698, -4.75667], [3.03145, -1.95051, -3.39027], [0.02468, -2.08276, 0.13119], [-0.60825, -2.97578, -1.27353], [1.12435, -3.08301, -0.85231], [1.96882, 0.44393, -0.40333], [3.00598, -0.64539, -1.36127], [2.36525, 0.85311, -2.08991], [-0.64057, 1.12503, -2.52207], [-1.72353, -0.30041, -2.36044], [-1.90340, -0.03309, 0.05020], [-0.96278, 2.00305, 1.14629], [-0.07497, 2.41933, -0.43949]],
  "forces_ev_per_a": [[-0.346, 0.660, -0.431], [1.838, -0.007, 0.053], [-1.061, -0.274, 1.347], [-0.023, -0.160, -0.314], [-0.246, -0.125, -0.263], [0.093, 0.050, 0.063], [-0.249, 0.504, -0.255], [-0.150, -0.013, 0.003], [0.261, 0.146, -0.122], [0.201, 0.085, -0.056], [-0.014, -0.342, -0.077], [0.017, -0.253, 0.193], [-0.112, -0.301, 0.110], [0.112, -0.402, 0.125], [-0.438, -0.071, -0.016], [-0.293, 0.295, -0.102], [0.090, 0.300, -0.144], [0.303, -0.060, 0.043], [0.036, -0.186, -0.167], [-0.250, 0.422, 0.956], [0.151, -0.016, -0.172], [-0.045, 0.005, -0.166], [0.291, -0.584, -1.342], [-0.007, -0.012, 0.414], [0.099, 0.106, 0.346], [-0.132, 0.003, 0.202], [0.027, 0.614, -0.227], [-0.249, -0.535, -0.556], [-0.166, -0.148, -0.076], [-0.021, 0.163, 0.112], [0.146, -0.144, 0.003], [0.074, 0.175, -0.143], [0.182, -0.107, -0.010], [-0.130, 0.015, 0.150], [0.006, 0.180, -0.156], [0.030, 0.016, 0.180], [-0.194, -0.082, -0.103], [0.037, -0.237, -0.077], [0.242, 0.164, 0.114], [-0.266, 0.165, 0.027], [0.181, -0.021, -0.145], [-0.216, 0.221, 0.014], [-0.068, -0.230, 0.188], [-0.187, -0.237, 0.286], [0.194, 0.310, 0.164], [0.337, 0.238, 0.013], [0.063, -0.157, -0.269], [-0.150, -0.136, 0.283]]
}

=====

Record 4
{
  "formula": "C25H33IrN4O2S3",
  "method": "ωB97M-V/def2-TZVPD",
  "multiplicity": 1,
  "elements": ["Ir", "C", "C", "C", "C", "C", "C", "C", "C", "C", "C", "H", "H", "H", "H", "H", "H", "H", "H", "H", "H", "H", "H", "H", "H", "H", "C", "C", "C", "C", "N", "C", "S", "N", "H", "H", "H", "H", "H", "C", "N", "C", "S", "N", "C", "H", "H", "H", "H", "H", "H", "H", "H", "O", "C", "O", "C", "C", "C", "C", "S", "C", "C", "H", "H", "H", "H", "H"],
  "positions_angstrom": [[0.52748, -0.53708, 0.95348], [0.07417, 1.05411, 2.56863], [-0.33583, -0.26180, 2.96251], [0.86415, -1.03216, 3.20147], [1.94171, -0.21208, 2.94575], [1.45155, 1.08811, 2.56194], [2.31842, 2.25412, 2.23168], [3.37866, -0.55198, 3.11839], [0.88927, -2.43396, 3.73726], [-1.67841, -0.56117, 3.56401], [-0.85940, 2.21597, 2.47658], [1.75075, 3.03985, 1.73368], [3.13765, 1.95161, 1.56729], [2.75913, 2.67431, 3.14382], [3.53824, -1.63106, 3.11191], [3.73815, -0.15228, 4.07374], [3.98238, -0.11583, 2.31470], [0.83892, -3.17055, 2.93475], [0.03398, -2.61109, 4.39353], [1.80147, -2.61411, 4.31022], [-1.90155, -1.62811, 3.54230], [-2.48005, -0.02498, 3.05138], [-1.69540, -0.23964, 4.61329], [-0.47816, 2.99239, 1.80766], [-0.99683, 2.66588, 3.46410], [-1.83800, 1.89972, 2.11369], [1.71306, 0.14148, -4.97673], [2.69699, -0.24703, -3.90770], [3.92624, -0.79843, -4.21971], [4.73281, -1.14891, -3.15427], [4.37549, -0.98584, -1.87601], [3.17131, -0.41819, -1.65063], [2.75052, -0.08942, 0.02919], [2.33379, -0.04215, -2.63775], [2.22554, 0.44999, -5.88832], [1.05778, 0.94362, -4.63147], [1.08049, -0.71664, -5.21991], [4.24470, -0.93187, -5.24697], [5.71619, -1.58734, -3.32408], [1.40985, 3.51114, -1.72214], [0.91213, 2.16634, -1.48081], [-0.28754, 1.88013, -1.05132], [-0.76370, 0.20157, -0.88602], [-1.13169, 2.89736, -0.82715], [-2.53179, 2.80310, -0.39117], [2.41430, 3.43545, -2.12688], [1.46186, 4.10151, -0.80080], [0.78871, 4.04347, -2.44633], [1.53380, 1.38104, -1.63825], [-0.77963, 3.82536, -0.98347], [-2.83939, 1.76557, -0.40788], [-3.16576, 3.37424, -1.06728], [-2.64787, 3.19651, 0.61754], [-6.72428, -2.22270, -1.29471], [-5.62564, -2.26592, -2.08534], [-5.75338, -2.17335, -3.26939], [-4.31314, -2.42624, -1.39053], [-3.27735, -3.03913, -2.07117], [-2.02332, -3.16760, -1.48615], [-1.76513, -2.64935, -0.21785], [-0.12369, -2.75707, 0.46395], [-2.82231, -2.04542, 0.46970], [-4.08050, -1.93778, -0.10530], [-6.47431, -2.40803, -0.38739], [-3.46376, -3.41273, -3.07332], [-1.21576, -3.64993, -2.02679], [-2.63177, -1.63595, 1.45167], [-4.86632, -1.41905, 0.44116]],
  "forces_ev_per_a": [[1.675, 1.325, 2.223], [-1.329, 0.112, 0.362], [-1.039, -0.391, 0.082], [-1.223, -0.960, 0.076], [0.761, -0.033, -0.673], [0.828, 0.308, -1.052], [0.261, 0.025, 0.079], [0.233, 0.008, -0.084], [0.120, 0.062, 0.105], [0.042, -0.034, 0.036], [0.025, 0.087, -0.198], [-0.004, 0.010, 0.020], [-0.155, 0.092, 0.125], [-0.049, -0.027, -0.092], [-0.019, 0.101, -0.013], [-0.046, -0.014, -0.062], [-0.076, -0.119, 0.177], [-0.041, 0.012, -0.001], [0.087, 0.035, -0.035], [-0.073, 0.036, -0.011], [-0.014, 0.045, -0.045], [0.059, -0.098, -0.008], [-0.007, -0.047, -0.065], [-0.053, -0.087, 0.071], [0.009, -0.022, -0.005], [0.122, 0.001, 0.043], [-0.024, 0.005, 0.081], [-0.315, 0.181, 0.178], [0.111, -0.048, -0.109], [-0.014, 0.010, 0.584], [-0.171, 0.138, -0.271], [0.339, -0.404, -0.499], [0.112, -0.630, -1.139], [0.191, -0.025, 0.226], [-0.021, -0.009, 0.019], [0.091, -0.080, 0.012], [0.025, 0.043, 0.026], [-0.040, -0.040, 0.102], [-0.140, 0.064, 0.067], [-0.019, -0.205, 0.170], [0.348, 0.866, -0.005], [-0.448, -0.224, 0.061], [-0.247, 0.267, 0.315], [-0.623, -0.177, 0.172], [0.366, 0.114, -0.205], [0.026, -0.037, -0.005], [-0.011, -0.054, -0.007], [-0.020, -0.025, -0.045], [0.043, -0.355, -0.288], [0.001, 0.104, -0.048], [0.030, -0.154, -0.002], [0.030, -0.009, -0.060], [0.025, 0.042, -0.038], [-0.128, 0.080, -0.070], [0.072, -0.013, 0.235], [0.046, -0.026, -0.392], [-0.176, 0.152, 0.141], [0.325, -0.245, -0.188], [-0.022, -0.040, -0.154], [-0.037, 0.003, 0.050], [0.037, 0.238, -0.369], [-0.059, 0.000, -0.074], [0.121, 0.058, 0.161], [0.052, -0.073, 0.265], [0.054, 0.052, 0.100], [-0.067, 0.078, 0.025], [-0.048, 0.011, -0.049], [0.091, -0.058, -0.030]]
}

=====

Number 1: HOMO energy -0.28939 hartree, orbital gap 8.76 eV. Number 2: HOMO energy -0.30592 hartree, orbital gap 7.13 eV. Number 3: HOMO energy -0.40745 hartree, orbital gap 5.49 eV. Number 4: HOMO energy -0.24975 hartree, orbital gap 6.93 eV.